No. 1
93
Properties=species:S:1:pos:R:3:forces:R:3:lowdin_charge:R:1 method="wB97M-V/def2-TZVPD" homo_lumo_gap_ev="6.645 / 6.612" e_homo_ev="-7.293 / -7.250" lumo_ha="-0.02381 / -0.02346" spin_multiplicity=2 de_lowest_kj_mol=31.2
Ru -0.220 -1.439 1.312 0.3 0.3 0.4 1.143
O 2.244 -5.457 1.079 0.0 0.0 0.0 0.015
C 1.660 -5.964 -0.047 0.1 0.0 0.0 -0.257
C 1.856 -7.298 -0.395 0.0 0.0 0.0 -0.029
C 1.320 -7.809 -1.563 0.0 0.0 0.0 -0.090
C 0.590 -6.984 -2.407 0.0 0.0 0.0 -0.091
C 0.398 -5.659 -2.058 -0.1 0.0 0.1 -0.023
C 0.908 -5.127 -0.874 0.0 0.0 -0.1 -0.067
C 0.640 -3.695 -0.545 0.0 0.0 0.0 -0.434
O 0.561 -3.358 0.680 -0.3 0.0 -0.1 -0.191
N 0.495 -2.892 -1.567 0.0 0.1 0.0 0.027
N 0.395 -1.582 -1.121 -0.4 -0.2 -0.1 -0.116
C 0.408 -0.743 -2.076 0.4 0.2 0.2 -0.892
S 0.457 -1.241 -3.765 0.0 0.0 0.0 0.943
C 0.281 0.451 -4.398 0.0 0.0 0.0 -0.535
C 1.065 1.368 -3.480 0.0 0.0 0.0 -0.512
S 0.548 0.997 -1.786 0.0 -0.1 -0.1 0.908
H 2.705 -6.170 1.535 0.0 0.0 0.0 0.104
H 2.446 -7.931 0.261 0.0 0.0 0.0 0.112
H 1.480 -8.850 -1.814 0.0 0.0 0.0 0.102
H 0.171 -7.369 -3.326 0.0 0.0 0.0 0.098
H -0.167 -4.997 -2.699 0.0 0.0 0.0 0.110
H -0.772 0.732 -4.416 0.0 0.0 0.0 0.054
H 0.673 0.467 -5.415 0.0 0.0 0.0 0.079
H 0.854 2.422 -3.666 0.0 0.0 0.0 0.065
H 2.137 1.196 -3.581 0.0 0.0 0.0 0.080
O 1.737 -0.587 1.135 -0.1 0.1 0.0 -0.243
N 2.039 0.399 1.957 0.0 -0.1 0.0 -0.205
C 3.248 0.974 1.790 0.0 0.0 0.0 -0.055
C 3.679 1.977 2.616 0.0 0.0 -0.1 -0.087
C 2.836 2.412 3.637 0.0 0.0 0.1 -0.075
C 1.610 1.810 3.795 0.0 0.0 0.0 -0.086
C 1.204 0.766 2.955 0.0 -0.1 0.0 -0.614
S -0.292 -0.071 3.192 -0.2 0.0 -0.2 0.764
H 3.808 0.560 0.965 0.0 0.0 0.0 0.142
H 4.650 2.419 2.449 0.0 0.0 0.0 0.109
H 3.142 3.208 4.302 0.0 0.0 0.0 0.109
H 0.935 2.104 4.587 0.0 0.0 0.0 0.108
F -1.851 -3.761 1.914 -0.1 0.1 0.0 -0.093
C -2.029 -2.425 1.546 0.1 -0.1 0.1 -0.442
F -2.804 -2.521 0.401 0.0 -0.1 0.1 0.002
C -3.018 -1.918 2.617 0.0 0.0 -0.1 -0.615
F -3.315 -0.616 2.433 0.0 -0.1 0.0 0.110
F -4.179 -2.587 2.603 0.0 0.0 0.0 0.148
F -2.497 -2.048 3.847 0.0 0.0 0.0 0.101
Se 0.225 -4.648 3.368 -0.2 0.1 -0.1 1.280
N 1.592 -5.106 4.358 0.1 0.0 0.1 -0.226
C 2.324 -4.014 4.529 0.0 0.0 0.0 -0.389
C 3.543 -3.958 5.262 0.0 0.0 0.0 -0.008
C 4.175 -2.763 5.326 0.0 0.0 0.0 -0.055
C 3.602 -1.628 4.669 0.1 0.0 0.0 -0.119
N 2.493 -1.625 3.995 0.0 0.0 0.0 0.133
C 1.829 -2.814 3.909 -0.1 -0.1 0.0 -0.409
N 0.684 -2.946 3.242 0.4 -0.1 0.0 -0.238
H 3.922 -4.853 5.736 0.0 0.0 0.0 0.117
H 5.107 -2.642 5.863 0.0 0.0 0.0 0.101
H 4.128 -0.678 4.729 0.0 0.0 0.0 0.107
Cl -3.546 2.087 -6.479 0.0 0.0 0.0 0.690
C -3.401 2.717 -4.871 0.0 0.0 0.0 -0.659
C -2.170 3.152 -4.412 0.0 0.0 0.0 -0.095
C -2.062 3.636 -3.120 0.0 0.0 0.0 0.006
C -3.160 3.701 -2.268 0.0 0.0 0.0 -0.180
C -3.022 4.226 -0.851 0.0 0.0 0.0 -0.272
C -3.168 3.152 0.243 0.0 0.0 0.0 -0.057
N -2.542 1.860 0.009 0.0 0.0 -0.1 -0.036
C -2.965 0.898 -0.887 0.0 0.0 0.1 -0.018
C -2.214 -0.199 -0.647 0.0 0.0 -0.1 -0.137
N -1.346 0.061 0.395 -0.2 -0.3 0.0 -0.101
C -1.574 1.308 0.759 0.0 0.1 0.0 -0.196
O -1.885 5.054 -0.716 0.0 0.0 0.0 -0.101
C -0.632 4.471 -0.391 0.0 0.0 0.0 -0.179
C 0.439 5.280 -1.065 0.0 0.0 0.0 -0.319
C 1.757 4.949 -1.062 0.0 0.0 0.1 -0.976
Cl 2.445 3.597 -0.260 0.0 0.0 0.0 0.695
S 2.735 6.071 -1.910 0.0 0.0 0.0 1.003
C 1.363 7.020 -2.291 0.0 0.0 0.0 -0.405
C 0.218 6.493 -1.782 0.0 0.0 0.0 -0.129
C -4.386 3.289 -2.782 0.0 0.0 0.0 -0.594
Cl -5.826 3.376 -1.803 0.0 0.0 0.0 0.745
C -4.524 2.790 -4.066 0.0 0.0 0.0 -0.124
H -1.309 3.115 -5.065 0.0 0.0 0.0 0.109
H -1.102 3.994 -2.778 0.0 0.0 0.0 0.107
H -3.858 4.907 -0.671 0.0 0.0 0.0 0.143
H -4.231 2.969 0.395 0.0 0.0 0.0 0.111
H -2.771 3.557 1.174 0.0 0.0 0.0 0.143
H -3.763 1.065 -1.586 0.0 0.0 0.0 0.119
H -2.231 -1.147 -1.148 0.0 0.1 0.0 0.116
H -1.096 1.825 1.571 0.0 0.0 0.0 0.106
H -0.564 3.426 -0.707 0.0 0.0 0.0 0.080
H -0.489 4.492 0.697 0.0 0.0 0.0 0.138
H 1.473 7.919 -2.876 0.0 0.0 0.0 0.068
H -0.759 6.931 -1.910 0.0 0.0 0.0 0.117
H -5.490 2.472 -4.430 0.0 0.0 0.0 0.109

---

No. 2
76
Properties=species:S:1:pos:R:3:forces:R:3:lowdin_charge:R:1 method="wB97M-V/def2-TZVPD" total_charge=-1 homo_lumo_gap_ev=6.340 e_homo_ev=-5.092 lumo_ha=0.04586 de_lowest_kj_mol=0.0
Al 0.568 -0.345 -1.118 -0.2 0.1 0.0 0.187
N -0.128 3.601 8.385 0.0 0.0 0.0 0.143
C 0.013 3.153 7.335 0.0 0.0 0.0 -0.191
C 0.187 2.592 6.024 0.0 0.0 0.0 -0.237
C 1.451 2.167 5.620 0.0 0.0 0.0 -0.020
C 1.616 1.629 4.355 0.0 0.0 0.0 -0.008
C 0.527 1.504 3.499 0.0 0.0 0.0 -0.176
C -0.733 1.930 3.909 0.0 0.0 0.0 0.001
C -0.907 2.479 5.167 0.1 0.0 0.0 -0.010
C 0.685 0.935 2.134 0.0 0.0 0.1 -0.034
C 1.350 1.709 1.201 -0.1 0.0 -0.1 -0.251
C 1.993 2.968 1.377 0.0 0.1 0.1 -0.028
C 2.502 3.320 0.153 0.0 0.0 0.0 -0.064
C 2.142 2.272 -0.737 0.0 0.1 0.1 -0.132
N 1.457 1.327 -0.124 0.1 -0.2 0.0 0.032
C 0.140 -0.335 1.916 -0.1 0.0 -0.1 -0.217
C -0.408 -1.182 2.906 0.0 0.0 0.1 -0.019
C -0.752 -2.363 2.285 0.0 0.0 -0.1 -0.059
C -0.421 -2.199 0.930 0.0 0.0 0.0 -0.095
N 0.110 -0.998 0.691 0.1 0.0 0.0 0.067
H 2.291 2.260 6.293 0.0 0.0 0.0 0.118
H 2.591 1.295 4.027 0.0 0.0 0.0 0.129
H -1.570 1.845 3.229 0.0 0.0 0.0 0.118
H -1.881 2.820 5.488 0.0 0.0 0.0 0.120
H 2.052 3.523 2.299 0.0 0.0 0.0 0.106
H 3.059 4.205 -0.103 0.0 0.0 0.0 0.090
H 2.363 2.199 -1.792 0.0 0.0 -0.1 0.116
H -0.504 -0.940 3.952 0.0 0.0 0.0 0.109
H -1.189 -3.242 2.727 0.0 0.0 0.0 0.091
H -0.554 -2.899 0.122 0.0 0.0 0.0 0.100
C -2.649 0.182 -2.758 0.0 0.1 0.0 -0.229
Si -1.231 1.147 -1.954 0.1 0.0 0.0 0.610
C -0.732 2.460 -3.238 -0.1 0.0 0.1 -0.227
C -2.034 2.146 -0.537 -0.1 0.0 -0.1 -0.269
C -3.322 1.869 -0.074 0.0 -0.1 0.0 -0.102
C -3.886 2.556 0.994 0.0 0.0 0.0 -0.105
C -3.169 3.558 1.630 0.0 0.0 0.0 -0.128
C -1.892 3.866 1.179 0.0 0.1 0.1 -0.107
C -1.341 3.170 0.117 0.0 0.1 -0.1 -0.109
H -3.398 0.858 -3.180 0.0 0.0 0.0 0.027
H -3.150 -0.485 -2.056 0.0 0.0 0.1 0.011
H -2.259 -0.443 -3.563 0.0 0.0 -0.1 0.025
H -1.602 3.038 -3.558 0.0 0.0 0.0 0.021
H -0.297 1.986 -4.119 0.0 0.0 0.0 0.017
H 0.004 3.161 -2.840 0.1 0.0 0.0 0.006
H -3.903 1.090 -0.552 0.0 0.0 0.0 0.085
H -4.886 2.307 1.327 0.0 0.0 0.0 0.094
H -3.603 4.099 2.462 0.0 0.0 0.0 0.093
H -1.320 4.651 1.661 0.0 0.0 0.0 0.101
H -0.346 3.443 -0.214 0.1 0.0 0.0 0.085
O 0.399 -2.691 -3.862 0.0 0.0 0.0 0.064
C -0.259 -2.725 -2.834 0.1 0.1 -0.2 -0.550
O -0.280 -1.826 -1.911 -0.2 -0.1 0.4 -0.087
C -1.180 -3.899 -2.576 0.0 0.0 0.0 -0.122
C -2.278 -3.788 -1.732 0.0 0.1 0.0 -0.038
C -3.113 -4.875 -1.521 0.0 0.0 0.0 -0.087
C -2.844 -6.087 -2.142 0.0 0.0 0.0 -0.106
C -1.748 -6.204 -2.986 0.0 0.0 0.0 -0.091
C -0.926 -5.111 -3.210 0.0 0.1 0.0 -0.024
H -2.472 -2.840 -1.247 0.0 0.0 0.0 0.106
H -3.972 -4.777 -0.870 0.0 0.0 0.0 0.097
H -3.490 -6.940 -1.971 0.0 0.0 0.0 0.093
H -1.536 -7.147 -3.473 0.0 0.0 0.0 0.096
H -0.079 -5.169 -3.881 0.0 0.0 0.0 0.115
N 7.359 -2.131 -3.461 0.1 0.0 0.0 0.123
C 6.302 -1.856 -3.100 0.0 0.0 0.0 -0.205
C 4.983 -1.511 -2.650 0.1 0.0 0.0 -0.256
C 4.591 -1.824 -1.350 -0.1 0.0 0.0 -0.046
C 3.320 -1.475 -0.923 0.1 0.0 0.1 -0.088
C 2.398 -0.824 -1.749 0.1 0.0 -0.1 -0.160
C 2.826 -0.545 -3.053 0.0 0.0 -0.1 -0.098
C 4.092 -0.869 -3.507 0.0 0.0 0.0 -0.039
H 5.283 -2.329 -0.688 0.0 0.0 0.0 0.109
H 3.047 -1.722 0.100 0.0 0.0 0.0 0.096
H 2.146 -0.079 -3.758 -0.1 0.0 0.0 0.100
H 4.394 -0.642 -4.521 0.0 0.0 0.0 0.111

---

No. 3
88
Properties=species:S:1:pos:R:3:forces:R:3:lowdin_charge:R:1 method="wB97M-V/def2-TZVPD" total_charge=-2 homo_lumo_gap_ev=5.181 e_homo_ev=-1.456 lumo_ha=0.13690 de_lowest_kj_mol=52.0
Ba -0.698 -1.249 -0.091 -0.4 0.2 -0.7 1.968
C 2.886 -1.136 3.295 -0.2 0.0 0.0 -0.045
C 4.072 -0.924 2.622 0.1 0.0 0.0 -0.069
C 4.063 -0.762 1.246 -0.1 0.0 0.0 -0.018
C 2.846 -0.818 0.572 0.2 0.0 -0.3 -0.204
N 1.710 -0.985 1.242 0.0 0.0 -0.3 0.022
C 1.710 -1.141 2.555 0.4 0.0 0.0 -0.114
C 2.787 -0.745 -0.945 0.1 0.1 0.3 -0.192
C 3.951 -0.764 -1.710 0.0 -0.1 0.1 -0.014
C 3.851 -0.757 -3.089 0.1 0.0 0.0 -0.073
C 2.603 -0.735 -3.684 -0.1 0.0 0.0 -0.053
C 1.489 -0.701 -2.857 0.4 0.0 0.0 -0.126
N 1.594 -0.692 -1.534 0.1 0.0 0.2 0.003
H 2.854 -1.281 4.366 0.0 0.0 0.0 0.102
H 5.011 -0.891 3.162 0.0 0.0 0.0 0.100
H 4.990 -0.599 0.716 0.0 0.0 0.0 0.092
H 0.743 -1.301 3.021 0.0 0.0 0.0 0.117
H 4.922 -0.811 -1.241 0.0 0.0 0.0 0.093
H 4.749 -0.786 -3.696 0.0 0.0 0.0 0.099
H 2.483 -0.747 -4.759 0.0 0.0 0.0 0.099
H 0.482 -0.669 -3.262 0.0 0.0 0.0 0.077
N -1.447 0.877 1.582 0.0 0.1 0.1 -0.094
C -2.851 0.855 2.002 0.1 0.2 -0.2 -0.275
C -3.802 1.255 0.881 -0.2 0.2 -0.1 -0.120
C -3.872 0.384 -0.394 0.2 -0.1 0.3 -0.704
O -4.713 0.713 -1.253 0.0 0.1 -0.1 -0.080
O -3.066 -0.582 -0.461 -0.8 0.2 -0.1 -0.315
H -0.796 0.873 2.361 -0.1 0.1 0.0 0.053
H -1.204 1.722 1.071 -0.1 0.0 0.0 0.059
H -3.023 1.557 2.831 -0.1 -0.1 0.1 0.101
H -3.102 -0.151 2.348 0.1 0.0 0.0 0.113
H -3.578 2.277 0.554 0.0 0.0 0.0 0.109
H -4.821 1.293 1.280 0.0 0.0 0.0 0.107
Se -2.143 -1.865 -4.987 0.1 -0.1 0.0 0.595
Se -3.689 -0.601 -3.821 0.0 0.3 0.1 0.699
C -2.571 0.893 -3.297 -0.2 -0.3 0.0 -0.650
C -3.075 2.162 -3.550 0.0 0.1 0.0 -0.121
C -2.371 3.253 -3.073 0.0 0.0 0.0 -0.073
C -1.191 3.034 -2.383 0.0 -0.1 0.0 -0.046
C -0.755 1.727 -2.215 0.1 0.1 0.0 -0.140
N -1.435 0.668 -2.661 0.0 0.0 -0.1 0.029
C -2.134 -3.372 -3.765 0.1 0.0 -0.1 -0.678
C -2.299 -4.648 -4.293 0.0 0.0 0.1 -0.129
C -2.384 -5.712 -3.407 0.0 0.0 0.1 -0.079
C -2.341 -5.461 -2.043 0.1 0.0 -0.2 -0.040
C -2.159 -4.149 -1.633 0.1 -0.1 0.2 -0.123
N -2.024 -3.128 -2.474 -0.1 0.1 0.0 0.033
H -4.009 2.282 -4.080 0.0 0.0 0.0 0.093
H -2.746 4.257 -3.235 0.0 0.0 0.0 0.100
H -0.602 3.842 -1.973 0.0 0.0 0.0 0.084
H 0.161 1.533 -1.667 -0.1 0.0 -0.1 0.063
H -2.383 -4.799 -5.361 0.0 0.0 0.0 0.085
H -2.508 -6.722 -3.780 0.0 0.0 0.0 0.099
H -2.419 -6.247 -1.306 0.0 0.0 0.0 0.109
H -2.108 -3.915 -0.577 0.0 0.0 0.1 0.094
Cl 1.687 -8.091 1.522 0.0 0.0 0.0 0.568
C 0.838 -6.568 1.584 0.1 -0.2 -0.1 -0.741
C -0.087 -6.326 2.569 -0.1 0.0 0.1 -0.744
Cl -0.435 -7.533 3.778 0.0 0.0 0.0 0.568
C -0.758 -5.089 2.593 0.0 0.0 0.1 -0.624
Cl -1.929 -4.759 3.844 0.0 0.0 0.0 0.614
C -0.529 -4.074 1.663 0.1 -0.1 -0.1 -0.473
O -1.144 -2.938 1.685 0.1 -0.3 0.2 -0.367
C 0.449 -4.338 0.593 -0.1 -0.2 0.1 -0.475
O 0.661 -3.456 -0.311 0.0 -0.1 0.1 -0.302
C 1.096 -5.584 0.617 0.0 0.1 -0.1 -0.623
Cl 2.260 -5.878 -0.650 0.0 0.0 0.0 0.609
C 1.047 5.483 -0.093 0.0 0.1 -0.1 -0.031
C 0.744 5.490 1.376 0.0 -0.1 0.1 -0.179
C -0.440 6.049 1.847 0.0 0.0 0.0 -0.072
C -0.706 6.087 3.202 -0.1 0.1 0.0 -0.667
Cl -2.200 6.814 3.762 0.0 0.0 0.0 0.605
C 0.183 5.570 4.125 0.0 0.0 0.0 -0.113
C 1.357 4.998 3.667 -0.1 0.0 0.0 0.005
C 1.640 4.954 2.309 0.0 0.0 -0.1 -0.259
O 2.847 4.432 1.937 0.0 -0.1 0.1 -0.054
C 2.849 3.298 1.041 0.0 0.0 0.1 -0.090
C 1.613 2.369 1.167 -0.1 -0.2 0.1 -0.672
O 1.285 2.045 2.324 0.1 0.1 -0.1 -0.007
O 1.100 2.012 0.076 0.1 0.1 0.2 -0.067
H 0.370 6.158 -0.619 0.0 0.0 0.0 0.077
H 0.946 4.482 -0.515 0.0 0.0 0.0 0.058
H 2.073 5.814 -0.272 0.0 0.0 0.0 0.088
H -1.155 6.464 1.147 0.0 0.0 0.0 0.106
H -0.055 5.595 5.179 0.0 0.0 0.0 0.098
H 2.057 4.544 4.353 0.0 0.0 0.0 0.123
H 3.725 2.715 1.334 0.0 0.0 -0.1 0.119
H 2.976 3.646 0.016 -0.1 -0.1 0.0 0.101

---

Molecular weight (g mol⁻¹)
1171.35, 629.75, 1141.20